A structure of composition C35H24BrClF6INO4PRuS2. Source: the Open Molecules 2025 dataset; level of theory: ωB97M-V/def2-TZVPD.

The calculation puts the HOMO-LUMO gap (alpha / beta) at 5.97 / 5.92 eV. The LUMO energy (alpha / beta) comes out at -1.580 / -1.573 eV. As for the expectation value of S²: 0.76.

```
! wB97M-V def2-TZVPD RIJCOSX def2/J DEFGRID3
* xyz 0 2
Ru -0.917 1.236 -0.679
F -1.770 3.137 4.503
C -0.870 2.547 3.729
F 0.041 3.439 3.356
F -0.263 1.584 4.429
S -1.720 1.788 2.280
O -0.600 1.197 1.516
O -2.657 0.859 2.832
N -2.248 3.045 1.564
S -3.591 3.153 0.724
O -3.410 2.619 -0.605
O -4.780 2.825 1.441
C -3.573 4.981 0.505
F -2.474 5.367 -0.135
F -3.631 5.597 1.681
F -4.638 5.322 -0.217
Br -1.401 1.783 -3.038
C -0.306 3.345 -3.192
C -0.262 4.022 -4.369
C 0.553 5.172 -4.443
C 1.268 5.575 -3.352
C 1.212 4.857 -2.131
C 1.945 5.270 -0.992
C 1.857 4.560 0.167
C 1.040 3.408 0.246
C 0.309 2.934 -0.819
C 0.402 3.698 -2.029
H -0.835 3.695 -5.226
H 0.601 5.729 -5.369
H 1.891 6.459 -3.404
H 2.565 6.156 -1.059
H 2.409 4.880 1.043
H 0.994 2.892 1.197
I 2.601 0.379 0.426
C 3.324 -1.562 0.020
C 4.649 -1.515 -0.340
C 5.356 -2.647 -0.772
C 4.699 -3.830 -0.867
C 3.336 -3.928 -0.504
C 2.724 -5.195 -0.657
C 1.421 -5.398 -0.337
C 0.697 -4.327 0.199
C 1.234 -3.073 0.387
P 0.226 -1.816 1.211
C -0.751 -2.633 2.496
C -1.561 -3.778 2.475
C -2.277 -4.144 3.600
C -2.202 -3.384 4.762
C -1.421 -2.242 4.795
C -0.719 -1.861 3.663
C -0.357 -0.514 -1.397
C -2.247 -3.121 -1.872
C -1.261 -3.489 -2.670
C 0.154 -3.262 -2.951
C 0.902 -2.157 -2.816
C 0.555 -0.835 -2.315
C 2.600 -2.802 -0.012
H 5.164 -0.565 -0.307
H 6.400 -2.558 -1.040
H 5.200 -4.723 -1.219
H 3.331 -6.003 -1.048
H 0.948 -6.361 -0.471
H -0.335 -4.502 0.457
H -1.663 -4.384 1.588
H -2.908 -5.023 3.568
H -2.770 -3.678 5.635
H -1.376 -1.631 5.687
H -0.137 -0.948 3.673
H -2.398 -2.439 0.520
H -1.744 -4.212 -3.342
H 0.644 -4.109 -3.419
H 1.918 -2.235 -3.194
H 1.152 -0.023 -2.733
Cl -1.495 -1.780 -0.380
C -2.510 -0.180 -0.265
H -3.027 -0.270 0.692
H -3.217 -0.371 -1.077
*
```

A structure of composition C35H25BrF4N3O3PRuS2. Source: the Open Molecules 2025 dataset; level of theory: ωB97M-V/def2-TZVPD.

The calculation puts the HOMO-LUMO gap (alpha / beta) at 7.64 / 7.29 eV. The LUMO energy (alpha / beta) comes out at 0.235 / -0.553 eV. As for the expectation value of S²: 6.01.

```
! wB97M-V def2-TZVPD RIJCOSX def2/J DEFGRID3
* xyz 0 5
Ru -0.238 0.027 0.476
F -0.796 -7.394 0.085
C -1.059 -6.089 0.058
C -2.316 -5.641 -0.316
F -3.265 -6.518 -0.652
C -2.575 -4.281 -0.329
F -3.811 -3.901 -0.676
C -1.614 -3.336 0.002
P -2.047 -1.552 0.039
C -2.893 -1.272 -1.536
C -2.497 -1.968 -2.675
C -3.032 -1.647 -3.910
C -3.967 -0.626 -4.020
C -4.355 0.077 -2.889
C -3.815 -0.238 -1.652
C -3.285 -1.526 1.367
C -4.658 -1.500 1.156
C -5.522 -1.493 2.239
C -5.021 -1.522 3.533
C -3.650 -1.565 3.747
C -2.784 -1.563 2.667
C -0.354 -3.808 0.385
Br 1.040 -2.668 0.933
C -0.082 -5.168 0.412
F 1.111 -5.631 0.778
H -1.762 -2.761 -2.605
H -2.718 -2.193 -4.789
H -4.388 -0.379 -4.983
H -5.077 0.877 -2.969
H -4.108 0.328 -0.777
H -5.060 -1.490 0.149
H -6.589 -1.469 2.070
H -5.699 -1.511 4.375
H -3.249 -1.583 4.749
H -1.713 -1.581 2.845
O 1.770 -0.128 -0.361
N 2.351 0.955 -0.866
C 3.696 0.900 -0.984
C 4.401 1.942 -1.510
C 3.694 3.081 -1.926
C 2.335 3.117 -1.791
C 1.614 2.033 -1.246
S -0.076 2.026 -1.052
H 4.127 -0.024 -0.630
H 5.474 1.867 -1.593
H 4.218 3.926 -2.345
H 1.762 3.980 -2.093
C 4.026 5.477 1.853
C 3.168 4.329 2.307
C 3.288 3.072 1.720
C 2.486 2.018 2.122
C 1.546 2.219 3.123
C 1.421 3.457 3.734
C 2.234 4.501 3.322
S 0.454 0.893 3.532
O 1.181 -0.333 3.318
O -0.109 1.157 4.832
N -0.661 0.930 2.377
C -1.781 1.752 2.370
C -2.218 2.599 3.396
C -3.348 3.354 3.174
C -4.028 3.261 1.963
C -3.531 2.382 1.024
N -2.444 1.640 1.214
H 4.778 5.147 1.140
H 4.538 5.942 2.694
H 3.420 6.245 1.371
H 4.020 2.917 0.937
H 2.587 1.038 1.674
H 0.707 3.591 4.532
H 2.143 5.469 3.800
H -1.691 2.636 4.332
H -3.705 4.017 3.951
H -4.911 3.846 1.758
H -4.020 2.264 0.065
*
```

A structure of composition C35H25BrN6O5S3Ta. Source: the Open Molecules 2025 dataset; level of theory: ωB97M-V/def2-TZVPD.

The calculation puts the HOMO-LUMO gap at 3.20 eV. The LUMO energy comes out at -5.757 eV.

```
! wB97M-V def2-TZVPD RIJCOSX def2/J DEFGRID3
* xyz 1 1
Ta 0.005 0.506 0.794
C 2.274 2.998 0.436
N 0.867 2.528 0.519
C 0.000 3.501 0.369
C -1.349 3.172 0.345
C -2.513 3.905 0.218
C -3.565 2.973 0.232
C -2.997 1.728 0.367
N -1.624 1.809 0.450
C 2.650 3.470 -0.952
C 2.080 2.920 -2.095
C 2.482 3.343 -3.355
C 3.459 4.318 -3.482
C 4.028 4.874 -2.345
C 3.622 4.455 -1.087
H 2.945 2.215 0.767
H 2.397 3.809 1.157
H 0.342 4.526 0.262
H -2.582 4.977 0.126
H -4.619 3.174 0.148
H -3.523 0.791 0.391
H 1.310 2.161 -2.013
H 2.025 2.915 -4.238
H 3.769 4.652 -4.463
H 4.782 5.645 -2.436
H 4.065 4.899 -0.204
S -0.093 0.324 3.201
C 0.339 -1.329 2.786
N 0.457 -1.561 1.505
C 0.751 -2.887 1.225
C 0.969 -3.455 -0.028
C 1.238 -4.808 -0.082
C 1.291 -5.586 1.079
C 1.086 -5.028 2.325
C 0.818 -3.666 2.386
S 0.533 -2.687 3.801
H 0.933 -2.852 -0.926
H 1.406 -5.279 -1.041
H 1.493 -6.645 1.001
H 1.124 -5.633 3.220
Br 4.279 -1.775 1.984
C 4.529 -1.287 0.178
C 5.699 -1.689 -0.442
C 5.906 -1.403 -1.784
C 4.942 -0.739 -2.531
C 3.762 -0.356 -1.926
C 3.554 -0.608 -0.565
C 2.310 -0.127 0.008
O 1.216 -0.100 -0.724
O 2.147 0.296 1.179
H 6.443 -2.230 0.125
H 6.831 -1.714 -2.251
H 5.109 -0.526 -3.577
H 2.999 0.164 -2.488
O -5.291 -7.099 2.117
S -6.367 -6.149 1.902
O -7.662 -6.705 1.607
O -6.357 -5.003 2.788
C -5.812 -5.421 0.317
N -6.154 -5.973 -0.852
C -5.639 -5.438 -1.945
C -4.759 -4.355 -1.922
C -4.477 -3.860 -0.662
N -5.003 -4.380 0.437
C -3.546 -2.750 -0.366
C -3.527 -2.254 0.944
C -2.621 -1.289 1.294
N -1.718 -0.815 0.417
C -1.747 -1.258 -0.854
C -2.650 -2.203 -1.286
H -5.929 -5.889 -2.888
H -4.353 -3.947 -2.837
H -4.223 -2.671 1.664
H -2.568 -0.888 2.299
H -1.009 -0.855 -1.541
H -2.617 -2.536 -2.313
*
```

A structure of composition C35H25F3N12O2S2Tc in a non-equilibrium geometry. Source: the Open Molecules 2025 dataset; level of theory: ωB97M-V/def2-TZVPD.

The calculation puts the HOMO-LUMO gap (alpha / beta) at 4.63 / 3.26 eV. The LUMO energy (alpha / beta) comes out at -2.129 / -3.798 eV. As for the expectation value of S²: 3.92.

```
! wB97M-V def2-TZVPD RIJCOSX def2/J DEFGRID3
* xyz 0 4
Tc 0.960 -0.921 0.906
F 0.854 2.914 -2.987
C 1.527 1.853 -3.527
F 0.620 1.072 -4.165
F 2.365 2.397 -4.483
C 2.349 1.067 -2.538
C 3.732 1.010 -2.702
C 4.541 0.244 -1.843
C 3.989 -0.369 -0.760
N 2.650 -0.299 -0.572
C 1.817 0.304 -1.457
S 0.094 -0.107 -1.094
H 4.194 1.532 -3.551
H 5.600 0.177 -2.036
H 4.547 -0.930 -0.023
S 2.670 -5.182 0.399
C 1.509 -5.037 -0.886
C 1.175 -6.018 -1.811
C 0.290 -5.675 -2.836
C -0.340 -4.456 -2.837
C -0.137 -3.517 -1.845
C 0.830 -3.796 -0.852
N 1.252 -2.959 0.189
C 2.283 -3.531 0.844
C 2.964 -2.735 1.882
C 3.903 -3.270 2.746
C 4.573 -2.412 3.622
C 4.258 -1.049 3.658
C 3.303 -0.545 2.802
C 2.582 -1.370 1.964
H 1.566 -7.057 -1.753
H 0.093 -6.349 -3.683
H -0.982 -4.228 -3.694
H -0.661 -2.545 -1.846
H 4.075 -4.337 2.834
H 5.340 -2.850 4.283
H 4.751 -0.366 4.375
H 3.136 0.537 2.789
N -0.691 0.261 3.831
C -0.790 -1.090 3.549
N -1.539 -1.968 4.294
N -1.229 -3.209 3.782
N -0.345 -3.056 2.728
N -0.107 -1.715 2.560
C -0.033 1.237 3.097
N 0.003 2.567 3.416
N 0.631 3.152 2.384
N 0.960 2.240 1.463
N 0.552 1.014 1.924
H -1.052 0.564 4.739
C -1.292 5.900 1.636
O -2.114 4.819 1.183
C -2.083 4.596 -0.139
C -1.645 5.460 -1.141
C -1.770 5.103 -2.482
C -2.211 3.831 -2.804
C -2.567 2.899 -1.835
C -2.583 3.295 -0.512
N -2.823 2.492 0.610
C -2.924 1.168 0.686
C -3.693 0.201 -0.018
C -4.815 0.436 -0.823
C -5.205 -0.524 -1.743
C -4.524 -1.738 -1.794
C -3.542 -2.088 -0.890
C -3.138 -1.173 0.128
O -2.363 -1.462 1.108
H -0.236 5.736 1.422
H -1.414 5.947 2.744
H -1.620 6.882 1.218
H -1.268 6.460 -0.890
H -1.468 5.828 -3.274
H -2.234 3.555 -3.852
H -2.769 1.875 -2.132
H -2.703 3.025 1.489
H -2.278 0.687 1.428
H -5.383 1.368 -0.633
H -6.034 -0.265 -2.417
H -4.805 -2.404 -2.600
H -3.126 -3.101 -0.953
*
```

A structure of composition C35H25F5N5O2PdS2Si in a non-equilibrium geometry. Source: the Open Molecules 2025 dataset; level of theory: ωB97M-V/def2-TZVPD.

The calculation puts the HOMO-LUMO gap (alpha / beta) at 3.91 / 7.42 eV. The LUMO energy (alpha / beta) comes out at 2.503 / 1.955 eV. As for the expectation value of S²: 2.02.

```
! wB97M-V def2-TZVPD RIJCOSX def2/J DEFGRID3
* xyz -1 3
Pd -0.457 0.166 0.882
N 6.893 -1.379 -2.923
C 5.874 -1.238 -1.976
C 4.779 -0.418 -2.228
C 3.786 -0.261 -1.277
C 3.894 -0.924 -0.069
C 4.973 -1.750 0.198
C 5.967 -1.894 -0.748
S 2.622 -0.804 1.127
O 2.512 0.731 1.387
O 3.066 -1.427 2.336
N 1.222 -1.115 0.519
C 1.175 -2.306 -0.304
N 2.120 -3.179 -0.019
C 2.149 -4.285 -0.887
C 1.177 -4.434 -1.857
C 0.196 -3.468 -2.000
N 0.224 -2.304 -1.203
H 6.614 -1.144 -3.863
H 7.362 -2.270 -2.893
H 4.691 0.089 -3.182
H 2.924 0.361 -1.498
H 5.008 -2.284 1.137
H 6.816 -2.538 -0.548
H 2.919 -5.023 -0.714
H 1.177 -5.309 -2.499
H -0.584 -3.534 -2.745
S -3.039 -3.721 1.928
C -1.710 -2.622 1.854
N -1.721 -1.773 0.897
C -2.855 -1.943 0.099
C -3.156 -1.202 -1.038
C -4.326 -1.478 -1.710
C -5.192 -2.492 -1.268
C -4.893 -3.246 -0.156
C -3.706 -2.960 0.525
H -0.909 -2.671 2.581
H -2.470 -0.434 -1.375
H -4.579 -0.905 -2.593
H -6.107 -2.689 -1.814
H -5.553 -4.036 0.178
C 0.068 2.650 -3.681
C -0.026 1.346 -3.212
C 0.365 1.030 -1.919
C 0.883 2.018 -1.069
C 1.005 3.318 -1.571
C 0.588 3.639 -2.858
Si 1.387 1.897 0.742
C 0.368 2.482 2.198
C 0.383 1.826 3.429
C -0.381 2.298 4.490
C -1.166 3.429 4.332
C -1.172 4.108 3.115
C -0.407 3.640 2.060
H -0.248 2.893 -4.688
H -0.406 0.558 -3.852
H 0.299 -0.011 -1.621
H 1.438 4.092 -0.947
H 0.681 4.657 -3.218
H 2.368 3.027 0.680
H 0.985 0.934 3.558
H -0.379 1.767 5.433
H -1.774 3.786 5.154
H -1.781 4.995 2.991
H -0.439 4.162 1.107
F -2.315 2.389 -0.803
C -2.882 2.013 0.372
C -2.203 1.197 1.252
C -2.910 0.899 2.405
F -2.389 0.091 3.363
C -4.187 1.359 2.674
F -4.826 1.034 3.814
C -4.820 2.169 1.753
F -6.060 2.637 1.991
C -4.159 2.499 0.588
F -4.771 3.288 -0.317
*
```

A structure of composition C35H26BiN9S2Se2Te2 in a non-equilibrium geometry. Source: the Open Molecules 2025 dataset; level of theory: ωB97M-V/def2-TZVPD.

The calculation puts the HOMO-LUMO gap at 5.26 eV. The LUMO energy comes out at -0.798 eV.

```
! wB97M-V def2-TZVPD RIJCOSX def2/J DEFGRID3
* xyz 0 1
Bi -0.547 0.748 -0.634
C 2.448 -2.364 0.322
C 2.995 -2.908 -0.868
C 2.242 -2.865 -2.039
C 0.914 -2.305 -1.949
N 0.447 -1.707 -0.810
C 1.156 -1.844 0.291
N 0.199 -2.336 -3.101
C -0.835 -1.602 -3.284
N -1.498 -0.709 -2.450
C -2.738 -0.394 -3.098
N -3.863 -0.007 -2.636
C -4.283 0.328 -1.392
C -5.687 0.586 -1.293
C -6.269 0.878 -0.058
C -5.414 0.872 1.054
C -4.048 0.672 0.881
N -3.465 0.467 -0.314
C -2.688 -0.850 -4.542
C -3.526 -0.722 -5.619
C -3.457 -1.652 -6.672
C -2.558 -2.678 -6.519
C -1.507 -2.611 -5.570
C -1.596 -1.688 -4.546
H 2.991 -2.485 1.264
H 4.046 -3.255 -0.952
H 2.528 -3.281 -3.023
H 0.596 -1.517 1.150
H -6.290 0.378 -2.158
H -7.340 1.124 0.031
H -5.766 1.183 2.079
H -3.446 0.582 1.777
H -4.328 0.071 -5.627
H -4.156 -1.678 -7.517
H -2.641 -3.610 -7.104
H -0.653 -3.213 -5.683
Se -0.830 2.925 1.339
Te -2.702 4.302 0.519
Te -2.649 3.833 -2.358
Se -0.535 2.641 -2.918
N 1.131 0.436 5.218
C 2.306 1.194 5.356
C 2.881 1.281 6.645
C 3.981 2.094 6.899
C 4.529 2.763 5.855
C 3.961 2.728 4.590
C 2.787 1.973 4.303
S 2.042 1.972 2.756
N 1.023 0.768 2.921
C 0.631 0.139 3.999
C -0.398 -0.919 3.856
C -0.913 -1.520 5.029
C -1.900 -2.487 4.960
C -2.175 -3.036 3.714
C -1.667 -2.386 2.571
N -0.886 -1.303 2.664
H 0.886 -0.215 5.982
H 2.411 0.685 7.443
H 4.327 2.222 7.938
H 5.495 3.259 5.931
H 4.321 3.336 3.810
H -0.659 -1.222 6.047
H -2.443 -2.834 5.836
H -2.876 -3.893 3.593
H -2.022 -2.678 1.554
S 2.273 1.440 -0.496
C 3.167 1.798 -1.920
N 3.932 0.822 -2.456
C 4.817 1.032 -3.492
C 4.959 2.263 -4.115
C 4.080 3.255 -3.584
C 3.205 3.043 -2.549
H 3.944 -0.069 -1.974
H 5.304 0.135 -3.833
H 5.777 2.528 -4.821
H 4.075 4.268 -4.020
H 2.446 3.815 -2.178
*
```

Question: Which formula does entry 3 have?
Answer: C35H25BrN6O5S3Ta